A 15-piece molecular cluster, C86H217N15O28 overall in a non-equilibrium geometry. Source: the Open Molecules 2025 dataset; level of theory: wB97M-V/def2-TZVPD.

The geometry in ORCA input format:
```
! RIJCOSX wB97M-V def2-TZVPD def2/J DEFGRID3
* xyz 0 1
H 3.54 -10.33 2.53
H 2.55 -1.73 -1.18
H 2.29 8.79 -0.90
H 0.51 -2.52 6.42
O 3.22 4.43 -3.84
N 5.68 6.39 -4.28
H 1.75 -7.44 -0.85
H -0.33 5.59 -0.30
C 1.07 -5.05 5.33
H 2.14 2.16 5.50
H 5.06 -1.20 6.87
H -0.16 -2.80 -4.62
N -4.95 -0.11 -1.52
H -5.01 6.84 -1.10
H 8.75 8.23 -1.46
H -0.77 -2.28 5.24
H -5.49 4.23 -2.24
H -2.08 -1.66 -1.90
O -6.99 -1.04 -3.41
H 4.91 -5.84 7.92
H 2.23 6.21 -4.25
H -3.49 -5.32 2.15
H -3.96 -5.23 -6.17
H -0.51 0.07 3.82
N 5.40 0.40 -4.61
H -2.44 -1.04 7.34
H -4.39 -7.45 5.07
C -6.90 -1.30 2.30
C -4.27 7.54 1.31
H -3.19 -4.05 -0.73
H 0.89 -8.62 0.03
H 2.68 -5.24 -0.79
H -0.78 -4.36 -4.09
H -2.46 -5.97 -1.90
O -3.71 7.88 0.11
C 5.63 1.82 -4.97
H -0.74 2.12 -0.12
H 4.00 -4.81 0.89
H -0.74 0.69 5.43
H 1.65 -0.27 -1.57
H -1.74 -1.51 -3.62
H -0.45 3.38 1.61
O 6.00 -1.81 -2.97
C 3.36 -3.37 2.36
H -2.60 -2.92 -2.99
C -1.14 4.60 3.34
N 2.92 -0.80 6.79
C -0.12 -3.50 -3.75
H 3.99 7.33 -5.18
H 5.57 0.78 -2.51
H -0.19 1.73 4.14
C 6.75 -1.50 -1.83
O 4.50 -3.82 7.78
N 3.42 2.65 0.59
C -7.69 -2.22 -3.83
H -3.58 7.88 2.06
O 3.82 -2.68 3.50
C -4.31 -0.52 6.34
C -3.45 7.88 -2.15
H 7.03 2.86 -7.05
C 4.37 6.33 -4.93
N 1.59 -4.90 -2.48
H -3.25 0.26 4.51
C 1.65 0.90 0.69
C 3.28 5.84 -3.98
H 7.24 -5.53 -2.57
H 8.67 7.44 -5.02
H -1.23 -3.43 1.37
H -2.35 6.22 -3.82
H 3.73 -3.20 5.99
H -3.42 0.16 -8.19
H 6.10 -0.24 -4.84
C -5.93 2.94 2.00
H 2.77 8.49 0.80
O -6.18 -0.85 1.16
H -4.82 2.52 3.65
C -0.47 -2.64 1.61
C -4.93 3.46 0.98
H 1.18 1.25 6.72
H 9.47 9.36 -2.78
H 1.81 2.88 -3.65
C 4.08 -1.47 7.33
C 0.83 -7.60 -0.35
H -1.85 7.11 -1.13
H 0.84 8.04 -6.05
H -1.12 5.54 -2.71
C 1.89 1.17 5.84
C -3.29 -3.37 -6.34
H -2.44 -3.08 8.84
C -2.12 -0.95 1.50
H -0.36 -6.55 5.51
O 7.86 8.33 -3.47
H -4.04 4.70 -1.23
C -2.72 4.10 4.99
O 0.67 -6.68 0.76
H 5.40 -4.07 1.85
H -1.73 1.24 1.64
H 6.13 -0.94 -1.03
H -7.54 3.87 3.24
H -0.22 9.23 -5.41
O 1.26 0.34 4.86
C 6.20 -5.77 -2.91
O 6.98 3.74 -5.16
H -4.36 4.31 1.41
C 1.88 -0.96 -0.75
H -1.42 -6.06 3.34
H 0.05 -5.03 2.68
O 5.86 3.99 -0.23
H 6.47 5.94 -0.61
H -4.87 1.06 4.93
H -5.35 0.89 -3.38
C 4.31 -5.17 7.33
H -4.57 2.87 -1.58
H 5.74 1.91 -6.01
C -1.56 6.49 -3.02
C -3.93 0.59 5.34
H 2.40 -3.85 2.67
C -0.43 -6.14 2.83
H 6.32 8.13 -5.23
C -4.04 -4.54 -0.28
H -1.49 -1.67 -7.93
O 0.17 7.39 -4.35
C -1.59 1.87 -0.72
H 5.08 -7.11 1.37
H 3.96 0.98 -3.29
C 3.95 -1.31 3.41
H -2.09 -4.23 4.44
O -1.18 3.10 -2.80
H -3.09 8.91 -2.06
C -4.52 -4.01 1.05
C 1.95 8.71 0.13
C -0.82 4.41 1.89
H 4.27 -1.24 8.37
H 5.24 -8.94 2.85
H 1.98 -9.63 2.54
H -5.59 -4.30 1.20
H 8.04 6.29 -3.74
H -5.18 8.58 -1.14
H -7.47 -0.50 2.82
H -7.53 -4.05 -7.07
H 4.46 0.96 -0.16
O -2.26 3.79 3.75
H 7.60 4.59 -6.81
C 0.60 8.53 -5.13
H 6.12 4.91 -2.02
H -5.16 -1.23 5.95
H -3.45 0.73 1.39
H 0.39 -2.97 1.10
H -4.82 1.61 -5.50
H -5.93 1.27 -0.31
H -3.72 2.39 -6.68
H 7.74 1.97 -4.55
C -5.61 -1.25 -3.59
H 0.97 -1.30 -0.27
C 4.63 1.98 0.22
H -6.28 -4.36 -8.26
H 6.74 2.84 -3.39
C -0.07 0.71 4.57
H 1.20 1.45 -0.20
H 1.61 -4.31 -4.51
H -7.02 -1.58 -0.48
H -2.94 5.16 5.09
C 4.33 -4.47 1.92
H 1.31 4.44 -4.12
H -3.36 1.37 5.88
C 3.73 -2.95 7.07
H -7.91 -0.14 0.32
H 1.84 2.74 1.86
H 0.02 -7.39 -1.08
C 7.57 3.60 -6.41
H 1.28 -7.26 3.21
N 0.31 5.26 1.66
H -2.32 -1.12 2.62
C 2.89 -4.72 -1.73
H -3.23 -3.21 -5.25
H 4.73 -7.97 4.22
H -4.83 1.23 2.55
H -2.78 -1.96 5.88
H -4.61 -2.92 0.93
H -5.12 -4.09 3.88
H 3.18 -2.65 1.47
H -1.34 -6.11 0.96
H 0.97 -2.37 4.69
H 4.01 0.49 5.63
C 0.21 -2.74 5.39
H -4.12 0.25 -1.03
O -5.68 3.89 -0.17
H -3.63 3.54 5.32
H -4.43 1.01 7.83
H -6.68 2.45 1.45
N -3.45 -2.19 -7.13
C -0.66 7.68 -3.29
H -7.36 -2.52 -4.81
H 1.23 -7.26 5.59
H 1.90 -2.92 -3.33
H 1.42 -5.04 6.29
C -6.57 -4.60 -7.24
C 1.98 3.94 -3.48
C -1.38 1.78 -2.20
H -4.89 -4.51 -1.00
H -3.98 7.80 -3.13
C -3.00 -3.55 7.99
H -0.19 4.42 3.95
C 1.33 -3.83 -3.55
H -7.42 -3.07 -3.17
H 4.43 5.67 -5.79
H -5.20 8.12 1.42
N -3.59 -4.32 2.15
C -3.22 -1.52 6.74
H -1.03 4.00 -4.51
H -0.49 1.14 -2.40
H 2.65 -3.03 7.37
H -3.64 -4.35 8.35
H 6.09 -6.86 -2.87
H 1.07 4.44 -0.11
O -3.82 -5.99 -0.17
C -6.66 4.18 2.61
H 6.22 -6.53 2.58
H 9.68 7.64 -2.91
H -2.26 1.27 -2.64
C 1.58 6.44 -0.15
H 4.54 -0.97 4.29
H 6.40 2.11 -1.00
H -4.07 -6.78 -2.11
N -4.95 0.21 7.52
C -4.12 -6.45 5.40
H -1.66 -1.31 -6.24
C -1.78 -2.23 -2.81
H 1.47 9.05 -4.70
O -0.81 -1.31 1.14
O -3.27 -5.89 4.49
O -3.90 -2.53 7.44
H -3.48 -4.02 5.53
C -4.47 7.81 -1.04
H -2.00 3.76 5.81
C 8.94 8.42 -2.60
H 2.90 -9.93 4.08
H -3.99 -2.77 3.77
H 6.09 -5.47 -3.97
C -4.29 -4.39 -6.70
N 4.29 -5.68 2.77
H -5.16 -0.42 8.29
H -4.97 1.27 -7.23
H 3.69 6.26 -3.07
H 3.54 1.17 7.15
C 6.60 7.12 -5.08
C 4.73 -8.03 3.18
C 0.64 5.40 0.24
H -3.66 -6.62 6.44
H -4.54 6.51 1.43
H -5.25 -2.09 -3.06
H -1.27 8.61 -3.59
H -4.21 -4.51 -7.78
C -4.86 -0.07 -2.98
C 3.15 0.53 6.31
C -4.03 -3.88 3.52
H -6.81 -5.66 -6.99
C 5.46 2.75 -0.79
C -6.15 0.39 -0.86
H 3.80 -6.46 -2.52
H 4.24 -1.41 -2.11
C 5.17 -6.76 2.43
C -6.93 -0.60 0.00
H -2.37 2.86 -4.43
C 7.86 7.19 -4.32
H -6.00 4.79 3.26
H 1.91 -4.72 4.74
C -3.29 -6.53 -1.39
H -4.25 2.72 0.57
C 6.86 2.58 -4.44
H 7.00 -2.40 -1.32
H 3.74 3.59 0.94
H 3.13 -3.72 -1.53
C -2.35 0.53 1.08
C -0.55 -6.71 1.45
H 5.28 1.77 1.09
N 0.41 -6.94 3.65
C -2.27 -1.33 -7.22
N -2.47 6.85 -1.91
O -5.56 -4.02 -6.38
C 0.63 -6.48 5.05
H 3.04 1.48 2.29
H 6.65 6.57 -6.04
H 4.45 -1.02 2.49
H -2.33 -3.94 7.30
C 4.89 0.32 -3.30
H 2.49 6.19 0.34
H 1.75 6.43 -1.21
H -6.84 0.79 -1.64
H -4.11 -1.52 -6.70
H -1.73 4.71 1.36
H -1.26 0.04 -0.36
O -0.62 -2.90 -2.59
O 5.26 -5.08 -2.13
H -2.35 -3.81 -6.62
N -2.07 0.60 -0.30
H -0.88 -7.74 1.61
H -0.78 2.16 -4.59
H -2.82 -7.47 -1.02
C 2.93 -9.61 3.03
H -6.20 -1.59 3.00
H -2.88 -1.56 0.99
H 3.85 -5.09 -3.64
H 0.90 -4.61 -1.78
H 4.81 2.39 -4.61
C -3.15 -4.51 4.59
H -0.40 -2.70 2.72
C 2.49 1.96 1.47
H -8.75 -1.98 -3.72
H -2.35 2.64 -0.53
H 3.34 -6.06 2.82
C 3.94 -5.41 -2.58
C -4.86 3.95 -1.36
H -3.80 -0.15 -3.34
H -7.11 4.82 1.79
H 6.01 5.46 -4.42
H 8.64 3.21 -6.33
C -4.28 1.45 -6.40
H 2.99 -0.80 3.49
C -1.30 3.04 -4.14
H 0.88 0.48 1.27
H 7.67 4.64 -1.17
O 2.56 -0.20 0.21
H -7.54 -2.11 2.10
H 3.24 -5.36 7.50
O -0.02 -4.15 5.17
H -0.01 7.81 -2.35
H -5.44 -1.30 -4.71
H 1.77 4.09 -2.44
H -1.44 5.66 3.46
C 4.76 -1.17 -3.05
H -1.84 0.66 -7.48
H 4.91 2.85 -1.75
O 3.35 -8.29 2.80
N -5.33 2.07 2.97
H 7.76 -1.01 -2.10
H 2.50 -1.35 6.02
C -2.72 0.09 -7.39
H -5.05 -5.89 5.61
O 1.08 7.66 0.34
H 4.46 -5.19 6.20
O -3.32 0.47 -6.18
H 0.12 6.23 1.96
H 4.23 -1.62 -3.90
C 6.60 4.89 -0.99
H 1.38 9.64 0.44
*
```

The calculation puts the HOMO-LUMO gap at 0.312 hartree. For the calculated total energy, the calculation gives -6334.04210 hartree.

Löwdin population analysis, charges in e, atoms 1 to 99: 0.0730 0.0557 0.0830 0.0907 -0.1869 -0.0470 0.0526 0.1211 -0.2134 0.1158 0.1219 0.1227 -0.0249 0.1209 0.1128 0.0621 0.0974 0.0920 -0.1963 0.0808 0.1247 0.0847 0.1067 0.0618 -0.0402 0.1328 0.0861 -0.0956 -0.1088 0.1018 0.0812 0.0949 0.1452 0.0911 -0.1857 -0.1453 0.0771 0.1068 0.0789 0.0859 0.0776 0.1103 -0.1897 -0.2066 0.0727 -0.2078 -0.0766 -0.2584 0.1200 0.0995 0.0883 -0.1092 -0.1788 -0.0546 -0.0820 0.0862 -0.2074 -0.3739 -0.2233 0.0940 -0.1858 -0.0241 0.0747 -0.1216 -0.1955 0.0981 0.1287 0.0822 0.1437 0.1112 0.1212 0.0926 -0.4227 0.0872 -0.2260 0.0020 -0.0585 -0.2041 0.1417 0.0797 0.0909 -0.1915 -0.0639 0.1044 0.0705 0.0916 -0.2053 -0.2306 0.1043 -0.2029 0.1109 -0.1931 0.0810 -0.1761 -0.2000 0.1442 0.1083 0.1119 0.0843